This record from OMol25 describes C44H57B2F4N7O7PbS2Si as an isolated structure. The level of theory is ωB97M-V/def2-TZVPD.

## Properties
net charge: +2
orbital gap: 7.870 eV
energy above the lowest of the compared OMol25 structures with the same formula, charge and spin: 7.06 kcal per mole
LUMO level: -5.012 eV

Last column: Löwdin charge in e.
Geometry (Å):
Pb  -0.20624  0.88598  -1.01823  1.5445
S  -2.88257  4.20304  -3.81044  1.1116
S  0.57289  -3.09225  -0.96065  1.0948
Si  1.94501  -5.56976  -1.61784  0.3141
F  -3.14146  0.88165  2.55776  0.1855
F  -4.44437  0.42010  0.70462  0.1929
F  1.56921  1.52757  2.25278  0.1464
F  3.82957  1.84296  1.76481  0.2014
O  2.81080  -5.49859  -0.29503  -0.1175
O  -2.93283  2.17184  0.56963  0.0460
O  -2.16666  -0.13731  0.69475  -0.0142
O  2.26456  2.53508  0.22810  0.0232
O  0.71102  -6.51843  -1.58038  -0.0855
O  2.60314  -4.85614  -2.82701  -0.0836
O  2.71103  0.11986  0.76024  0.0098
N  -1.38039  2.53297  -2.64036  -0.0625
N  1.26618  1.75687  -2.92518  0.0532
N  1.64991  3.04162  -4.68867  0.1954
N  0.91636  2.64154  0.05509  -0.0842
N  1.55567  -0.58756  0.70104  -0.0039
N  -1.60107  2.37874  0.46460  -0.0302
N  -0.90468  -2.11566  1.00569  0.0151
C  4.56864  -5.97130  1.24959  -0.0092
C  -3.95635  -0.12923  -4.23080  -0.0655
C  2.84846  2.39537  -4.41692  -0.1691
C  -2.58471  3.03013  -2.61613  -0.4396
C  3.59655  -3.03801  -3.98087  -0.0106
C  1.41109  -3.98802  -4.76427  -0.0051
C  -3.62922  -2.79121  1.64617  -0.0069
C  -1.28494  4.02496  -4.38657  -0.3071
C  3.51060  -5.34649  -4.98583  -0.0057
C  -1.16841  3.56997  0.62647  -0.2347
C  3.60197  0.83245  -2.71879  -0.0030
C  -2.86303  -2.35333  2.64228  0.0220
C  -1.12434  -2.68774  -1.28267  -0.4331
C  0.32471  3.64776  0.57767  -0.2189
C  2.41411  -7.26635  1.34010  -0.0063
C  -2.03698  4.72670  0.97477  0.0264
C  -0.62619  3.09340  -3.64469  -0.3099
C  -1.82883  -2.62843  -0.00494  -0.1872
C  5.08514  1.66918  -4.45401  -0.0647
C  2.77268  -4.29710  -4.17989  -0.5834
C  2.59238  1.60039  -3.29846  -0.2111
C  -3.09677  -2.90333  0.30312  0.0528
C  -2.79234  -1.86135  -3.01357  -0.2096
C  2.91507  -2.38896  1.65616  0.0237
C  -1.51775  -1.83033  2.38629  -0.0456
C  1.03202  4.77013  1.24951  0.0290
C  3.99217  -7.58662  -0.58761  -0.0160
C  -0.47338  -7.05642  -3.63670  -0.0102
C  4.84328  0.88044  -3.31462  -0.0652
C  -5.18083  -1.98445  -3.32278  -0.0482
C  1.65692  -1.79016  1.11769  -0.3004
C  0.48498  -4.00293  1.65220  -0.0339
C  -1.25851  -0.67753  1.49092  -0.2414
C  3.45611  -6.61585  0.45065  -0.5865
C  -1.49612  -2.35126  -2.52286  -0.0667
C  -0.50199  -7.15057  -2.12595  -0.5838
C  0.75452  2.63066  -3.75900  -0.2724
C  4.09760  2.44381  -5.02642  -0.0016
C  -2.77862  -0.67360  -3.75110  -0.0430
C  -4.00080  -2.52706  -2.83513  -0.0369
C  -0.45403  -8.58759  -1.64373  -0.0089
C  -1.67421  -6.39122  -1.53403  -0.0078
C  0.46842  -2.71228  0.84936  -0.5071
C  -5.16385  -0.77824  -4.00485  -0.0547
B  -3.23174  0.82792  1.17926  -1.0915
B  2.59353  1.52470  1.29861  -1.1139
H  -0.37999  -8.62701  -0.55755  0.0898
H  -1.28889  -7.64972  -4.04994  0.1072
H  -1.67061  -6.46213  -0.44606  0.0967
H  -3.33251  2.72793  -1.89425  0.0966
H  -1.63947  -5.33995  -1.82452  0.0672
H  -0.69716  -2.31235  -3.25777  0.0976
H  3.64960  -4.98848  -6.00587  0.1059
H  -6.08544  -0.35754  -4.38284  0.1149
H  3.05306  -2.30736  -3.37980  0.0797
H  -4.01765  -3.50668  -2.37646  0.1058
H  4.16532  -5.29851  2.00641  0.0846
H  1.59076  -7.67123  0.75125  0.0794
H  -1.83423  -0.17297  -3.93847  0.1034
H  5.66189  0.31933  -2.88534  0.1109
H  0.56526  -3.79953  2.72053  0.1053
H  1.53443  -3.38256  -5.66185  0.1086
H  -0.43457  -4.55953  1.46382  0.1064
H  -0.78250  -1.92752  3.17721  0.1711
H  4.49810  -8.42180  -0.10456  0.1094
H  -4.64165  -3.12007  1.82803  0.1290
H  6.07796  1.68223  -4.88168  0.1120
H  -1.36572  -9.10313  -1.94445  0.1041
H  0.74094  5.71659  0.79089  0.1016
H  5.23660  -5.41018  0.59720  0.1000
H  2.71978  -3.04030  2.50585  0.0877
H  0.46148  -7.45092  -4.03694  0.0978
H  -3.19897  -2.33416  3.66933  0.1378
H  3.58926  -1.59115  1.95429  0.1026
H  1.32836  -4.61731  1.35131  0.0526
H  4.70771  -7.09294  -1.24637  0.1019
H  -0.60854  -6.02615  -3.96537  0.0769
H  2.01778  -6.55652  2.06502  0.0837
H  0.39487  -9.11620  -2.07738  0.0982
H  3.42494  0.26740  -1.81184  0.1081
H  -0.92107  4.62016  -5.20739  0.0867
H  0.81416  -3.42074  -4.05172  0.0566
H  5.14904  -6.74311  1.75446  0.1053
H  3.81834  -2.58952  -4.94913  0.1036
H  3.17589  -8.00833  -1.18495  0.0849
H  1.49198  3.72091  -5.41307  0.1712
H  4.29400  3.06240  -5.89097  0.1183
H  -2.81304  4.40280  1.66692  0.1041
H  2.10637  4.63915  1.17697  0.0977
H  -2.54294  5.09665  0.07927  0.0994
H  2.94085  -6.27527  -5.02823  0.0905
H  -2.60514  -6.82148  -1.90364  0.1065
H  -3.93358  0.79236  -4.79865  0.1067
H  0.87798  -4.89573  -5.04047  0.0780
H  2.87218  -8.08572  1.89396  0.1084
H  -1.46936  5.54396  1.40880  0.0821
H  -0.36874  -0.11196  1.75422  0.1444
H  -3.74418  -3.26717  -0.47544  0.1035
H  3.41173  -2.98421  0.88326  0.0961
H  -6.11379  -2.51215  -3.17897  0.1161
H  4.53786  -3.26998  -3.48472  0.1002
H  4.49112  -5.54868  -4.55700  0.0988
H  0.74542  4.80947  2.30223  0.1167

***

This record from OMol25 describes C3H3OPt as an isolated structure. The level of theory is ωB97M-V/def2-TZVPD.

## Properties
2S+1: 3
net charge: +1
orbital gap (spin up / spin down): 8.706 / 7.866 eV
energy above the lowest of the compared OMol25 structures with the same formula, charge and spin: 0.00 kcal per mole
LUMO level (spin up / spin down): -5.641 / -7.208 eV

Last column: Löwdin charge in e.
Geometry (Å):
Pt  2.14021  -0.18677  0.30490  0.9139
O  -0.29497  1.13938  0.13646  0.0179
C  0.39926  0.05460  -0.12996  -0.5205
C  -0.62327  -0.95204  -0.18160  -0.0132
C  -1.76136  -0.12740  0.00375  0.1901
H  -2.39884  -0.25810  0.88439  0.1403
H  -2.22734  0.34850  -0.86635  0.1410
H  -0.49156  -1.96432  0.20186  0.1306

***

This record from OMol25 describes a 2-piece molecular cluster, C34H38N3O4P overall. The level of theory is ωB97M-V/def2-TZVPD.

## Properties
orbital gap: 4.359 eV
LUMO level: -1.992 eV

Last column: Löwdin charge in e.
Geometry (Å):
P  -3.49737  -3.70177  -1.29456  0.4575
O  -3.52838  -3.95841  -2.75836  -0.3032
O  -4.88712  -3.13408  -0.67891  -0.2382
O  5.97901  0.51657  0.77141  0.0730
O  -3.28903  -5.01480  -0.37313  -0.2419
N  0.14964  -3.06994  -1.20773  0.0737
N  2.56356  0.65078  -0.09087  0.0353
N  4.03081  1.63688  1.31019  -0.0405
C  -2.76929  -6.27639  -0.88287  -0.2632
C  1.55369  5.90892  -0.20775  -0.0278
C  -2.30120  -2.50482  -0.78421  -0.2523
C  3.55564  5.90283  -1.58599  -0.0362
C  0.16562  0.61434  -0.15716  -0.0307
C  3.68909  -1.97404  3.49281  -0.0813
C  -7.30580  -3.28731  -0.48626  -0.0885
C  3.31241  7.22419  -1.95358  -0.0789
C  2.99072  3.85161  -0.30281  -0.0260
C  2.04404  -2.25514  1.26913  -0.0489
C  -3.34209  3.05242  0.11728  -0.0731
C  4.20332  -1.77317  2.21345  -0.0449
C  -4.27477  1.76500  -1.72725  -0.0569
C  -3.24870  0.83787  -1.60065  0.0028
C  -2.21068  1.03671  -0.65623  -0.2093
C  1.40613  0.18442  -0.59897  0.0100
C  -6.01679  -4.05766  -0.64119  -0.2826
C  2.33092  -2.27751  3.66165  -0.0907
C  2.62458  1.71076  0.94118  -0.2258
C  1.31792  7.23623  -0.57388  -0.0772
C  3.87822  -1.46084  -0.26484  -0.0698
C  4.59519  2.41984  2.38558  -0.0043
C  4.78445  0.73937  0.59667  -0.4008
C  1.50024  -2.40013  2.54221  -0.0656
C  -4.32378  2.87298  -0.86970  -0.0603
C  3.85959  0.05782  -0.40487  -0.1576
C  2.21121  3.08050  0.48171  -0.0242
C  3.36622  -1.85240  1.09748  -0.2236
C  2.19109  7.90048  -1.44752  -0.0789
C  -0.99294  -2.86672  -0.97003  -0.4261
C  -2.31489  2.12724  0.25297  -0.0162
C  -3.58219  -7.41528  -0.31425  -0.0884
C  2.68898  5.21858  -0.70081  -0.2175
C  -1.04446  0.21180  -0.72541  0.0291
H  -3.35614  3.92429  0.77679  0.1074
H  -8.13337  -3.99947  -0.44802  0.0750
H  -5.02590  1.63653  -2.51182  0.1142
H  1.99148  1.42992  1.80359  0.1649
H  4.42756  3.48878  2.21177  0.0903
H  -6.03435  -4.62848  -1.58692  0.1181
H  3.26859  -1.90220  -1.05906  0.1221
H  -4.61161  -7.38470  -0.68615  0.0737
H  -3.60326  -7.38415  0.78046  0.0769
H  1.43282  -2.44004  0.38365  0.0518
H  4.42239  5.36500  -1.97895  0.1130
H  -1.71764  -6.35702  -0.58042  0.1170
H  0.44650  7.75667  -0.17495  0.1047
H  0.16901  1.32207  0.67741  0.0899
H  -7.46686  -2.62058  -1.33671  0.0769
H  -2.59206  -1.70878  -0.10184  0.0482
H  -3.19017  -0.03007  -2.26067  0.1274
H  0.86984  5.39107  0.46682  0.1012
H  4.13856  2.14423  3.34645  0.1005
H  -5.88364  -4.74667  0.20502  0.1131
H  2.00047  8.93552  -1.73240  0.1042
H  1.22101  3.40190  0.81175  0.1002
H  4.35001  -1.87506  4.35713  0.1028
H  -1.55295  2.26125  1.02431  0.1051
H  0.43147  -2.60836  2.65121  0.1110
H  5.66975  2.22082  2.42928  0.0973
H  -2.83275  -6.25604  -1.97760  0.1077
H  3.99522  7.73390  -2.63608  0.1063
H  4.92402  -1.77450  -0.37196  0.1358
H  1.92341  -2.42084  4.66371  0.0997
H  -7.30692  -2.70727  0.43861  0.0748
H  -1.04921  -0.61331  -1.43545  0.0959
H  1.50402  -0.57105  -1.37871  0.1457
H  5.26099  -1.54352  2.06058  0.1141
H  -5.11274  3.61775  -0.98092  0.1080
H  -3.14131  -8.36176  -0.62883  0.0724
H  4.16768  0.38585  -1.41252  0.1736
H  3.93327  3.44053  -0.68250  0.1292

***

This record from OMol25 describes C4H4InO5 as an isolated structure. The level of theory is ωB97M-V/def2-TZVPD.

## Properties
net charge: +1
orbital gap: 6.709 eV
energy above the lowest of the compared OMol25 structures with the same formula, charge and spin: 28.33 kcal per mole
LUMO level: -7.029 eV

Last column: Löwdin charge in e.
Geometry (Å):
In  -0.76360  -0.35582  2.11815  1.3448
O  1.21351  -0.40424  -0.15150  0.0542
O  -1.20954  1.38581  1.50105  -0.1870
O  -0.68425  -1.22393  -0.77045  0.0488
O  -1.28405  3.02147  3.17948  0.1641
O  -0.71497  0.88034  3.61870  -0.0494
C  -0.02214  -0.66000  0.21048  -0.2279
C  -1.15549  1.84400  2.87574  -0.6988
C  0.01492  -1.05730  -2.03323  -0.0336
C  1.34897  -0.45649  -1.59757  -0.0321
H  1.51854  0.56029  -1.96707  0.1556
H  2.21303  -1.09013  -1.82108  0.1535
H  0.10466  -2.04748  -2.49040  0.1530
H  -0.57959  -0.39652  -2.67229  0.1549

***

Repeat the fourth record exactly.
This record from OMol25 describes C4H4InO5 as an isolated structure. The level of theory is ωB97M-V/def2-TZVPD.

## Properties
net charge: +1
orbital gap: 6.709 eV
energy above the lowest of the compared OMol25 structures with the same formula, charge and spin: 28.33 kcal per mole
LUMO level: -7.029 eV

Last column: Löwdin charge in e.
Geometry (Å):
In  -0.76360  -0.35582  2.11815  1.3448
O  1.21351  -0.40424  -0.15150  0.0542
O  -1.20954  1.38581  1.50105  -0.1870
O  -0.68425  -1.22393  -0.77045  0.0488
O  -1.28405  3.02147  3.17948  0.1641
O  -0.71497  0.88034  3.61870  -0.0494
C  -0.02214  -0.66000  0.21048  -0.2279
C  -1.15549  1.84400  2.87574  -0.6988
C  0.01492  -1.05730  -2.03323  -0.0336
C  1.34897  -0.45649  -1.59757  -0.0321
H  1.51854  0.56029  -1.96707  0.1556
H  2.21303  -1.09013  -1.82108  0.1535
H  0.10466  -2.04748  -2.49040  0.1530
H  -0.57959  -0.39652  -2.67229  0.1549